(1)
Computed, not measured: a molecular structure, C37H35ClN2S2Si2Zn in a non-equilibrium geometry, with ωB97M-V with the def2-TZVPD basis set.

Structure (ORCA input):
```
! wB97M-V def2-TZVPD RIJCOSX def2/J DEFGRID3
* xyz 0 1
Zn 0.95 0.31 2.64
Cl 2.43 0.42 -0.01
S 2.82 -2.24 5.91
S -0.17 3.32 5.88
Si 1.24 0.07 -3.39
Si 0.40 0.10 0.36
N 0.70 1.68 4.11
N 1.98 -0.61 4.11
C 0.95 1.64 -4.32
C -1.55 -2.03 3.81
C -2.97 2.45 0.06
C 1.73 3.15 -6.04
C 0.51 3.82 -6.00
C 2.27 -1.88 4.29
C -0.57 -3.86 -0.03
C -0.71 1.52 -0.06
C -1.26 3.56 -1.25
C -2.41 -0.94 3.49
C -0.85 -1.69 5.01
C -0.20 2.63 4.27
C -2.40 -2.65 -1.03
C 0.47 -1.33 -5.73
C -2.05 1.46 0.40
C -1.68 -1.46 -0.91
C -0.42 -1.45 -0.28
C 1.43 1.40 5.28
C 2.11 0.15 5.29
C 2.13 -2.90 3.23
C -2.23 0.07 4.48
C 0.19 -2.69 0.01
C 2.59 -0.58 6.35
C 2.10 -2.46 -4.34
C 1.97 2.08 -5.17
C 0.28 -2.51 -6.47
C 1.96 -3.61 -5.12
C 1.01 -3.66 -6.15
C -0.31 2.64 -0.82
C -2.59 3.48 -0.81
C -1.87 -3.85 -0.55
C -1.15 3.05 3.22
C -1.27 -0.40 5.42
C -0.49 3.43 -5.10
C 1.29 -1.33 -4.59
C -0.27 2.32 -4.26
C 1.12 2.26 6.31
H 0.86 -4.59 -6.71
H 2.51 3.46 -6.75
H 2.94 1.56 -5.17
H 2.59 -4.48 -4.92
H 1.25 -2.73 0.26
H -3.39 -2.65 -1.50
H 1.07 -3.03 2.95
H -2.77 1.02 4.55
H -0.44 -2.53 -7.29
H 2.83 -2.41 -3.52
H 1.61 2.23 7.28
H -0.97 0.12 6.33
H 2.53 -3.85 3.60
H -0.18 -2.35 5.56
H 0.32 4.66 -6.68
H -0.14 -4.79 0.35
H -1.06 1.98 -3.58
H -2.10 -0.55 -1.34
H -0.96 4.36 -1.94
H -3.13 -0.92 2.67
H 2.70 -2.57 2.34
H -1.44 3.97 -5.04
H -1.98 3.60 3.68
H 0.74 2.74 -1.11
H 0.05 -0.08 -2.53
H -0.04 -0.41 -6.04
H -2.46 -4.77 -0.58
H -3.32 4.23 -1.11
H -1.57 2.17 2.70
H -0.65 3.67 2.47
H -3.97 2.41 0.48
H -1.47 -2.97 3.26
H 2.44 0.14 -2.53
H -2.37 0.63 1.03
H 2.74 -0.17 7.34
*
```

Summary:
Total energy in eV: -140283.48067
Kohn-Sham gap in Ha: 0.2047

(2)
Computed, not measured: a molecular structure, C25H32ClN6O2 in a non-equilibrium geometry, with ωB97M-V with the def2-TZVPD basis set.

Structure (ORCA input):
```
! wB97M-V def2-TZVPD RIJCOSX def2/J DEFGRID3
* xyz 1 1
Cl -5.68 -0.98 5.00
O 2.79 -1.11 -2.36
O 0.86 0.08 -3.66
N 1.36 -2.07 1.65
N -1.53 1.45 0.15
N 0.84 2.64 0.61
N 0.99 0.08 1.17
N -0.05 -1.83 1.24
N 1.67 -0.94 1.48
C -0.15 3.15 1.61
C 3.09 2.75 -0.13
C -0.24 -2.90 -1.12
C 0.65 -0.87 -2.95
C -4.80 -0.58 2.24
C -0.86 1.83 -0.94
C 1.55 -1.49 -2.16
C -0.72 -3.15 1.22
C 3.87 -1.66 -1.76
C 0.23 3.03 -0.75
C 2.04 3.20 0.81
C 3.74 1.51 -0.04
C -3.28 -0.46 4.00
C -0.68 -3.91 -0.26
C -0.22 -0.44 1.13
C -2.65 -0.07 1.87
C -1.56 2.51 1.14
C -4.61 -0.60 3.62
C 1.10 -2.60 -1.42
C -4.04 -0.37 1.27
C -0.88 -1.43 -2.87
C -2.47 -0.28 3.09
C 1.90 0.24 -4.61
C -1.13 -2.09 -1.85
C -1.42 0.03 0.68
H -4.12 -0.29 0.29
H 2.55 3.08 1.87
H -1.90 -2.77 1.15
H 4.47 1.27 -0.77
H -2.12 3.43 0.81
H -1.92 -0.60 -0.27
H 0.35 2.50 2.59
H -1.97 2.08 2.43
H -2.95 -0.46 5.25
H 3.69 3.42 -1.04
H 4.64 -1.26 -2.21
H -2.10 -2.43 -1.77
H -1.20 -0.09 3.50
H -1.46 -0.76 -3.46
H 0.39 -4.48 0.06
H 3.47 0.91 0.73
H -0.39 0.70 -1.51
H 1.72 1.02 -5.19
H 1.04 1.61 0.82
H 3.74 -1.93 -0.68
H 1.04 2.61 -1.49
H 0.14 4.08 1.92
H -5.96 -0.53 1.99
H -0.63 -3.72 2.18
H -1.45 -4.42 -0.19
H -0.17 3.90 -0.87
H 2.38 -0.82 -5.00
H -1.56 2.16 -1.84
H 1.97 4.37 0.59
H 2.85 0.48 -4.04
H 1.87 -2.94 -0.88
H 3.89 -2.77 -2.08
*
```

Summary:
Total energy in eV: -51972.79023
Kohn-Sham gap in Ha: 0.2710

(3)
Computed, not measured: C2H5N3O3 in the gas phase in a non-equilibrium geometry, with ωB97M-V with the def2-TZVPD basis set.

Structure (ORCA input):
```
! wB97M-V def2-TZVPD RIJCOSX def2/J DEFGRID3
* xyz 0 1
O -1.91 -1.26 -0.22
O 1.42 1.31 -1.08
O -0.10 1.55 0.71
N 0.27 -0.72 1.01
N 0.95 -1.51 0.03
N -1.56 0.07 -0.14
C 0.82 1.94 -0.23
C -0.49 0.22 0.55
H 0.75 -0.33 1.95
H 0.29 -2.21 -0.48
H -2.57 -1.36 -1.18
H 0.85 3.14 -0.17
H 1.29 -0.82 -0.75
*
```

Summary:
Total energy in eV: -12763.20147
Kohn-Sham gap in Ha: 0.3584
SMILES: NN/C(=N\O)OC=O

(4)
Computed, not measured: a molecular structure, C12H32BrMnO4 in a non-equilibrium geometry, with ωB97M-V with the def2-TZVPD basis set.

Structure (ORCA input):
```
! wB97M-V def2-TZVPD RIJCOSX def2/J DEFGRID3
* xyz 1 6
Br 0.15 0.28 -0.10
Mn 0.44 0.79 2.36
O 1.36 -1.13 2.52
O -1.54 0.25 2.70
O 2.64 1.76 -2.23
O -1.97 2.21 -1.92
C 2.38 0.17 -4.06
C 1.19 -3.52 2.95
C -2.20 0.54 -3.69
C 3.38 -2.29 3.19
C -2.11 2.01 -3.34
C 1.89 -2.25 3.37
C -3.47 -1.12 3.35
C -3.33 2.77 -3.80
C 3.23 0.64 -2.89
C -2.49 -0.06 3.77
C 4.64 0.97 -3.31
C -3.14 1.20 4.28
H -4.12 -1.39 4.17
H -2.48 1.91 4.77
H -3.35 2.78 -4.89
H -1.27 2.52 -3.82
H 5.10 0.04 -3.66
H 5.23 1.44 -2.53
H 1.34 0.04 -3.75
H 2.43 0.85 -4.92
H 2.72 -0.80 -4.43
H 1.53 -4.35 3.57
H -2.96 -2.03 3.00
H 3.82 -3.16 3.66
H -4.06 -0.78 2.49
H -3.58 1.72 3.42
H 1.76 1.49 -1.94
H 3.28 -0.23 -2.22
H 1.45 -3.76 1.92
H -2.23 0.44 -4.78
H 4.67 1.56 -4.23
H -1.35 -0.03 -3.31
H -4.27 2.39 -3.39
H -2.01 0.35 1.85
H -3.22 3.82 -3.49
H 0.11 -3.47 3.07
H 3.66 -2.21 2.13
H 3.81 -1.38 3.61
H -3.12 0.15 -3.25
H 1.66 -1.90 4.37
H -4.02 0.97 4.88
H 1.49 -1.44 1.61
H -1.20 1.70 -1.63
H -1.83 -0.44 4.57
*
```

Summary:
Total energy in eV: -122510.55083
Kohn-Sham gap (alpha / beta) in Ha: 0.2494 / 0.2458